{"formula": "C39H41BaN8", "method": "wB97M-V/def2-TZVPD", "e_above_lowest_kcal_mol": 25.6, "spin_multiplicity": 1, "e_homo_ha": -0.353, "total_charge": 1, "lumo_energy_ev": -3.15, "total_energy_ha": -1974.161470, "elements": ["Ba", "C", "C", "N", "C", "C", "N", "C", "C", "C", "C", "C", "N", "C", "C", "N", "C", "C", "N", "C", "C", "C", "N", "C", "C", "H", "H", "H", "H", "H", "H", "H", "H", "H", "H", "H", "H", "C", "C", "C", "C", "C", "C", "C", "C", "C", "C", "C", "C", "N", "C", "C", "C", "C", "C", "N", "C", "C", "C", "C", "H", "H", "H", "H", "H", "H", "H", "H", "H", "H", "H", "H", "H", "H", "H", "H", "H", "H", "H", "H", "H", "H", "H", "H", "H", "H", "H", "H", "H"], "coordinates": [[1.210371, -0.808036, -1.052860], [-3.692735, -0.730158, 0.135053], [-2.659955, -0.983578, -0.943769], [-0.618098, -1.573835, 0.437370], [-0.979146, -0.804010, 1.485003], [-2.184662, -0.293170, 1.890174], [-3.454039, -0.418382, 1.344887], [0.213108, -0.422825, 2.322890], [0.140058, -0.306825, 3.706520], [1.268858, 0.039710, 4.432277], [2.453235, 0.260158, 3.729738], [2.454360, 0.123682, 2.353982], [1.361374, -0.219227, 1.659901], [3.705327, 0.343081, 1.563520], [4.805796, 1.027669, 2.081433], [5.922045, 1.207591, 1.391585], [5.956927, 0.715510, 0.159935], [4.863025, 0.061606, -0.385484], [3.746705, -0.123175, 0.313984], [1.224074, 0.159029, 5.907486], [1.922376, 1.164836, 6.565235], [1.838911, 1.241325, 7.947408], [1.130671, 0.395846, 8.689088], [0.468375, -0.566544, 8.054362], [0.477523, -0.725473, 6.676832], [-4.736517, -0.833163, -0.153894], [-3.190764, -1.407906, -1.804121], [-2.186358, 0.268650, 2.814644], [-0.798602, -0.497331, 4.205716], [3.363828, 0.483974, 4.265442], [4.780610, 1.451676, 3.076440], [6.866356, 0.853847, -0.411235], [4.897220, -0.318460, -1.400247], [2.499407, 1.898280, 6.017066], [2.365678, 2.023347, 8.482097], [-0.099038, -1.249078, 8.676417], [-0.070044, -1.539697, 6.220780], [-3.670839, 3.309304, 0.163298], [-2.213536, 2.864639, 0.286682], [-1.548389, 3.503400, 1.508606], [-1.417858, 3.160889, -0.972629], [-1.247466, 4.492363, -1.344539], [-0.480492, 4.850033, -2.436788], [0.168744, 3.868698, -3.164727], [0.040358, 2.525404, -2.832873], [0.836658, 1.517624, -3.644107], [0.460287, 1.518719, -5.125183], [2.341054, 1.745838, -3.450701], [-0.793686, 2.178244, -1.759022], [-0.958597, 0.786232, -1.422736], [-2.155842, 0.356399, -1.405562], [-1.613854, -2.051265, -0.478735], [-2.382120, -3.275095, -0.047526], [-2.187188, -4.241823, -0.942231], [-1.241839, -3.712317, -1.949405], [-0.885263, -2.508121, -1.694046], [-0.759313, -4.487989, -3.146406], [-0.265047, -5.868362, -2.706864], [0.365241, -3.738570, -3.858248], [-1.960046, -4.644610, -4.094472], [-4.224601, 3.030578, 1.060646], [-4.164776, 2.846431, -0.693306], [-3.748112, 4.391521, 0.042102], [-2.209492, 1.793250, 0.469173], [-1.543253, 4.592865, 1.443181], [-0.514424, 3.167778, 1.615371], [-2.091413, 3.227666, 2.414172], [-1.729228, 5.264528, -0.757856], [-0.376191, 5.890707, -2.713035], [0.786032, 4.153247, -4.008028], [0.617734, 0.503830, -3.290659], [0.674015, 2.484719, -5.583864], [-0.602423, 1.315849, -5.257611], [1.028150, 0.761168, -5.667764], [2.641335, 2.718660, -3.840143], [2.925647, 0.987089, -3.977563], [2.622570, 1.742094, -2.390947], [-2.956401, 1.021939, -1.745832], [-3.000977, -3.297154, 0.837586], [-2.613996, -5.232898, -0.945410], [0.563960, -5.790248, -2.000559], [0.085151, -6.423639, -3.577971], [-1.054793, -6.455772, -2.238479], [1.242105, -3.651284, -3.208934], [0.046863, -2.741234, -4.164534], [0.672940, -4.287479, -4.749018], [-2.788812, -5.155275, -3.601785], [-1.670505, -5.234961, -4.964792], [-2.314376, -3.672511, -4.441624]], "atomic_forces_ev_per_a": [[0.62, -0.12, -0.02], [-0.06, 0.00, 0.04], [0.03, 0.00, -0.02], [-0.45, -0.07, 0.14], [0.25, -0.05, -0.04], [-0.08, 0.04, 0.12], [0.10, -0.02, -0.07], [-0.08, -0.04, -0.17], [0.01, 0.01, 0.03], [0.00, 0.00, -0.05], [-0.05, -0.03, 0.03], [0.13, 0.05, -0.12], [-0.11, 0.04, 0.13], [-0.11, 0.00, 0.06], [0.00, -0.04, 0.02], [-0.01, 0.02, 0.03], [0.01, -0.01, -0.10], [0.09, 0.08, 0.21], [-0.19, -0.08, -0.27], [0.00, 0.00, -0.02], [-0.02, -0.01, 0.02], [0.02, 0.01, -0.01], [0.00, 0.00, 0.01], [-0.01, -0.01, -0.01], [0.02, 0.02, 0.01], [0.00, 0.00, 0.00], [-0.03, 0.01, 0.02], [-0.03, 0.00, -0.01], [0.02, 0.00, 0.03], [-0.01, 0.00, 0.03], [0.02, 0.02, -0.01], [0.01, 0.00, 0.02], [-0.02, -0.01, 0.00], [0.00, 0.00, 0.00], [0.00, 0.00, 0.00], [0.00, 0.00, 0.00], [0.00, 0.00, 0.00], [-0.02, 0.01, 0.00], [0.02, -0.01, 0.01], [0.00, 0.01, 0.02], [0.02, 0.11, -0.05], [-0.01, -0.02, 0.03], [0.00, -0.01, -0.01], [0.00, 0.00, 0.02], [-0.02, 0.02, 0.01], [0.08, -0.15, 0.07], [0.00, 0.05, -0.03], [0.01, -0.02, -0.02], [0.06, -0.20, 0.01], [-0.18, 0.15, -0.09], [0.10, -0.03, -0.06], [0.17, 0.12, -0.13], [0.02, -0.07, 0.00], [0.01, 0.03, -0.01], [0.01, -0.10, 0.08], [-0.01, 0.23, 0.07], [-0.06, 0.10, -0.06], [0.03, -0.06, 0.02], [0.00, -0.03, -0.01], [0.02, -0.02, 0.01], [0.00, 0.00, 0.00], [0.01, 0.00, 0.00], [0.00, 0.00, 0.00], [0.00, -0.01, 0.00], [0.00, 0.00, -0.01], [0.00, -0.01, 0.00], [0.00, 0.00, 0.00], [0.00, 0.00, 0.00], [0.00, 0.00, 0.00], [0.00, 0.00, 0.01], [-0.28, 0.06, -0.02], [0.00, 0.00, 0.01], [0.00, 0.00, 0.01], [0.00, 0.00, 0.00], [0.00, 0.00, -0.01], [0.00, 0.00, 0.00], [0.00, 0.00, 0.00], [-0.03, 0.01, 0.09], [0.00, -0.01, 0.00], [0.00, 0.00, 0.01], [-0.01, 0.01, 0.00], [0.00, 0.00, 0.00], [-0.01, 0.01, 0.00], [0.00, 0.02, -0.01], [0.00, 0.01, 0.01], [-0.01, -0.01, 0.00], [0.00, 0.00, -0.01], [0.00, 0.00, 0.00], [0.00, 0.00, 0.00]], "lowdin_charge": [1.870, -0.144, -0.169, -0.162, -0.284, -0.118, 0.076, -0.191, 0.058, -0.125, 0.049, -0.206, 0.033, -0.192, -0.051, 0.108, -0.098, -0.119, 0.005, -0.175, -0.012, -0.128, 0.071, -0.125, -0.008, 0.118, 0.155, 0.096, 0.123, 0.116, 0.118, 0.116, 0.108, 0.114, 0.111, 0.111, 0.116, -0.049, -0.384, -0.050, -0.129, -0.023, -0.049, -0.033, -0.149, -0.420, -0.047, -0.074, -0.157, -0.027, -0.079, -0.513, 0.045, 0.031, -0.247, 0.032, -0.552, -0.033, -0.057, -0.026, 0.086, 0.077, 0.080, 0.081, 0.079, 0.081, 0.083, 0.117, 0.112, 0.116, 0.038, 0.084, 0.091, 0.084, 0.088, 0.085, 0.060, 0.148, 0.132, 0.115, 0.094, 0.094, 0.083, 0.072, 0.077, 0.094, 0.088, 0.094, 0.092]}